Entry from the OMol25 dataset: a molecular structure, C14H29AgBrO5 (the ωB97M-V functional and the def2-TZVPD basis).

The geometry in XYZ format:
```
50
Properties=species:S:1:pos:R:3:forces:R:3:lowdin_charge:R:1
Ag 0.196 -0.281 0.885 0.637 0.604 0.486 0.66
Br 2.164 -1.712 2.011 -0.115 0.179 0.092 -0.35
O -0.877 0.705 -0.930 2.073 -2.198 0.598 -0.11
O 0.027 -2.131 -0.699 1.269 -1.438 -1.170 -0.06
O -0.227 1.696 1.973 0.759 0.246 -0.879 -0.18
O -1.633 -1.432 1.625 -0.424 -0.486 -0.538 -0.01
O 1.912 0.748 -0.465 2.335 1.515 -0.384 -0.04
C -3.082 1.405 -1.050 0.244 1.323 -1.226 -0.12
C 3.996 1.957 0.117 -0.761 -0.186 0.996 -0.02
C 0.746 -2.967 -1.242 -0.576 0.531 1.124 -0.46
C -1.645 1.563 -1.312 -0.540 2.079 -0.590 -0.61
C -3.129 -2.442 -0.005 1.245 0.510 -1.285 -0.05
C 1.727 2.277 3.550 -0.251 -0.512 -1.101 -0.09
C -3.695 -2.009 2.501 0.134 -0.222 0.026 -0.03
C 2.772 1.568 -0.754 -0.681 0.510 -1.005 -0.39
C 1.876 -2.635 -2.207 -0.525 -0.229 -0.649 -0.03
C 2.646 2.322 -2.141 -0.476 -1.523 0.340 -0.04
C 0.252 2.411 3.049 0.308 -1.074 1.410 -0.39
C -1.138 2.660 -2.237 -0.277 -0.450 1.216 -0.09
C 0.353 -4.472 -1.112 0.830 1.594 -0.370 -0.02
C -2.702 -1.914 1.339 -1.445 0.372 1.280 -0.45
H -4.162 -2.988 2.602 -0.083 -0.075 -0.273 0.07
H -1.976 3.215 -2.659 0.236 -0.036 -0.550 0.05
H 2.009 -1.591 -2.491 -0.246 0.090 0.656 0.07
H -3.412 0.452 -1.463 -0.252 -0.950 0.687 0.04
H 2.851 -3.104 -2.073 -0.168 -0.069 0.658 0.08
H -2.695 -3.441 -0.052 -0.333 -0.304 -0.134 0.08
H 1.970 1.731 -2.759 -0.174 -0.327 0.167 0.05
H 4.929 1.453 -0.136 -0.193 -0.211 -0.364 0.08
H -4.485 -1.268 2.376 -0.071 0.024 -0.122 0.08
H 0.076 -4.747 -2.129 -0.665 -0.250 0.080 0.07
H -2.626 -1.898 -0.805 0.761 0.162 0.256 0.06
H -4.130 -2.383 -0.432 -0.517 -0.320 1.288 0.07
H -0.531 3.367 -1.673 0.054 0.084 0.055 0.06
H 2.115 3.274 -2.110 0.568 0.271 0.428 0.07
H 2.445 2.921 3.043 -0.102 0.238 0.009 0.05
H 1.496 -3.117 -3.108 0.031 -0.092 -0.501 0.07
H 3.569 2.323 -2.721 0.289 0.561 0.385 0.06
H -0.432 -4.481 -0.356 0.030 -0.488 -0.310 0.07
H -3.206 1.647 0.006 -0.926 -0.435 -0.187 0.09
H -3.159 -1.803 3.427 -0.002 0.110 -0.102 0.08
H -0.442 2.149 -2.903 0.002 0.102 -0.867 0.04
H 1.204 -5.117 -0.890 0.023 0.155 0.384 0.07
H 0.074 3.480 2.933 -0.376 0.203 -0.404 0.11
H 4.223 3.019 0.200 -0.259 0.227 -0.858 0.07
H -0.298 2.042 3.915 -0.446 0.387 0.437 0.09
H -3.507 2.097 -1.777 -0.925 0.512 0.718 0.04
H 1.716 2.464 4.624 0.165 0.095 -0.065 0.06
H 3.787 1.728 1.163 -0.158 -0.623 -0.040 0.06
H 2.060 1.257 3.358 -0.022 -0.188 0.199 0.03
```
Positions in Å, forces in eV/Å.

* spin multiplicity: 3
* HOMO level (spin up / spin down): 0.49 / -4.74 eV
* net charge: -1
* <S²>: 2.011